Here is a molecular structure, C26H25ClN2O5W from the OMol25 dataset. Energies are from the ωB97M-V functional and the def2-TZVPD basis.

Properties
HOMO level: -0.55732 Ha
2S+1: 1
Orbital gap: 0.2454 Eh
Lowest unoccupied orbital energy: -8.5 eV
Total charge: +2
Energy above the lowest of the compared OMol25 structures with the same formula, charge and spin: 0.0 kJ/mol

Geometry (Å):
W  0.14360  -0.79542  -0.25099
O  0.39270  1.38452  0.29658
C  -0.82197  2.16450  0.37470
C  -1.52589  1.86639  -0.91750
N  -1.75070  0.39861  -1.12738
C  -2.94622  -0.06264  -0.40260
C  -2.55520  -0.44371  1.01986
O  -3.32762  -0.53132  1.91966
O  -1.23128  -0.66304  1.15245
C  -1.74422  0.15773  -2.58775
C  -0.30394  -0.11765  -3.01470
O  0.03743  -0.41613  -4.10687
O  0.55781  -0.01393  -1.95622
H  0.98491  1.57847  1.03691
H  -0.56638  3.22121  0.42779
H  -1.38788  1.88151  1.26226
H  -0.89005  2.21999  -1.72656
H  -2.48233  2.38832  -0.97582
H  -3.35721  -0.94703  -0.88913
H  -3.73272  0.69085  -0.36669
H  -2.12887  1.00972  -3.14952
H  -2.34920  -0.70631  -2.84508
Cl  -2.44729  -3.17913  -2.34450
C  -1.95092  -3.28298  -0.69827
C  -2.88926  -3.61463  0.25286
C  -2.49524  -3.82542  1.57383
C  -1.15609  -3.76746  1.93294
C  -0.21672  -3.42480  0.98552
C  -0.58050  -3.10927  -0.35221
C  0.43436  -2.62799  -1.30051
H  -3.92385  -3.74388  -0.03650
H  -3.24597  -4.07270  2.31302
H  -0.85303  -3.99470  2.94553
H  0.83132  -3.39273  1.25403
H  0.15098  -2.63172  -2.34718
H  1.42610  -3.03938  -1.15655
N  1.59792  -0.97050  0.74952
C  2.55604  -0.90155  1.67298
C  3.63053  -1.84302  1.62532
C  3.94293  -2.49304  0.41027
C  4.97055  -3.40500  0.36159
C  5.68728  -3.69918  1.52233
C  5.38350  -3.07898  2.73173
C  4.36614  -2.15158  2.78933
C  2.45992  0.14424  2.68490
C  3.61344  0.82066  3.10746
C  3.50941  1.83225  4.04489
C  2.26988  2.14839  4.58932
C  1.12209  1.47108  4.18406
C  1.20547  0.48539  3.21952
H  3.41157  -2.21750  -0.49100
H  5.23481  -3.88251  -0.57183
H  6.49300  -4.42086  1.48089
H  5.93921  -3.33132  3.62403
H  4.09909  -1.69454  3.73229
H  4.57311  0.57415  2.67185
H  4.39270  2.37411  4.35394
H  2.19622  2.92663  5.33749
H  0.16694  1.70593  4.63498
H  0.31788  -0.04970  2.90618

Here is C5H10O in the gas phase from the OMol25 dataset. Energies are from the ωB97M-V functional and the def2-TZVPD basis.

Properties
HOMO level: -0.34904 Ha
SMILES: CCCC(C)=O
2S+1: 1
Orbital gap: 0.3868 Eh
Lowest unoccupied orbital energy: 1.0 eV
Total charge: 0
Energy above the lowest of the compared OMol25 structures with the same formula, charge and spin: 45.5 kJ/mol

Geometry (Å):
C  -0.02301  -2.27768  0.32606
C  -0.80399  -1.03686  -0.05800
C  0.10079  0.04262  -0.69201
C  0.49159  1.04040  0.35146
C  0.27229  2.47101  -0.00178
O  0.95289  0.66646  1.41145
H  0.80785  -1.96027  0.96167
H  -0.63735  -2.99997  0.87255
H  0.37510  -2.75940  -0.57235
H  -1.65502  -1.27702  -0.70749
H  -1.24364  -0.60422  0.85296
H  -0.32270  0.46871  -1.60834
H  1.16007  -0.18570  -0.93068
H  -0.73055  2.67452  0.38875
H  1.00305  3.10615  0.49051
H  0.25263  2.63125  -1.08475

What did the second record say?
Here is C5H10O in the gas phase from the OMol25 dataset. Energies are from the ωB97M-V functional and the def2-TZVPD basis.

Properties
HOMO level: -0.34904 Ha
SMILES: CCCC(C)=O
2S+1: 1
Orbital gap: 0.3868 Eh
Lowest unoccupied orbital energy: 1.0 eV
Total charge: 0
Energy above the lowest of the compared OMol25 structures with the same formula, charge and spin: 45.5 kJ/mol

Geometry (Å):
C  -0.02301  -2.27768  0.32606
C  -0.80399  -1.03686  -0.05800
C  0.10079  0.04262  -0.69201
C  0.49159  1.04040  0.35146
C  0.27229  2.47101  -0.00178
O  0.95289  0.66646  1.41145
H  0.80785  -1.96027  0.96167
H  -0.63735  -2.99997  0.87255
H  0.37510  -2.75940  -0.57235
H  -1.65502  -1.27702  -0.70749
H  -1.24364  -0.60422  0.85296
H  -0.32270  0.46871  -1.60834
H  1.16007  -0.18570  -0.93068
H  -0.73055  2.67452  0.38875
H  1.00305  3.10615  0.49051
H  0.25263  2.63125  -1.08475

Q: The lowest total charge belongs to which entry?
A: C5H10O